Entry from the Open Molecules 2025 dataset: the molecule C3H5NO2 at a distorted geometry (ωB97M-V/def2-TZVPD).

XYZ file:
```
11
Properties=species:S:1:pos:R:3:mulliken_charge:R:1
N 0.1989 -0.6247 0.3313 -0.215
H -0.3691 1.3314 0.4592 0.311
O 0.7187 0.1245 -2.1988 -0.483
H -1.6191 0.2812 -0.2242 0.242
C -0.0776 0.8021 -1.5931 0.107
H -0.5338 1.7026 -2.0393 0.338
H 0.3089 -1.4908 1.6626 0.368
O 1.2889 0.4710 2.1648 -0.484
C 0.9025 -0.5430 1.6397 0.010
C -0.5277 0.4734 -0.2008 -0.498
H 0.6519 -1.2309 -0.3540 0.304
```

Properties
- SMILES = O=CCNC=O
- total charge = 0
- multiplicity = 1
- E_HOMO (eV) = -9.59
- energy relative to the best compared isomer or geometry (same formula, charge and spin) (kJ/mol) = 310.3



Entry from the Open Molecules 2025 dataset: a structure of composition C5H8S2 at a distorted geometry (ωB97M-V/def2-TZVPD).

XYZ file:
```
15
Properties=species:S:1:pos:R:3:mulliken_charge:R:1
H -1.1529 0.6600 -1.3910 0.482
H 0.8278 0.5082 1.6097 0.522
H -0.4741 3.0031 -0.4820 0.343
H 0.4949 -2.3965 -0.5758 0.402
C -0.1905 -0.4909 -0.0436 1.253
H 0.5612 -1.2884 -1.8844 0.396
C 0.8637 -0.3384 1.0874 -0.996
C -0.5345 0.9135 -0.5924 -0.814
H 0.3162 2.2537 0.8455 0.144
H -2.3984 -0.3225 0.3898 0.169
C 0.6271 -1.3234 -0.8074 -1.172
S -1.6233 -1.4116 0.1674 -0.260
C -0.4838 2.0583 0.0068 -0.633
S 2.1899 -0.6273 -0.0894 -0.165
H 0.9767 -1.1978 1.7591 0.329
```

Properties
- total charge = 0
- multiplicity = 1
- E_HOMO (eV) = -8.69
- energy relative to the best compared isomer or geometry (same formula, charge and spin) (kJ/mol) = 298.5



Q: Which formula does entry 2 have?
A: C5H8S2